Entry from the OMol25 dataset: a cluster of 9 separate species, C33H67N3O11S in total in a non-equilibrium geometry (ωB97M-V/def2-TZVPD).

Element x y z (Å)
1 C 2.805 1.105 1.013
2 C 1.413 0.489 0.873
3 C 1.164 -0.855 1.073
4 C -0.130 -1.307 0.922
5 C -1.168 -0.463 0.600
6 C -0.951 0.883 0.415
7 C 0.357 1.327 0.555
8 S 0.590 3.094 0.324
9 C -0.889 3.700 1.130
10 C -0.863 4.824 1.924
11 C -2.010 5.235 2.558
12 C -3.168 4.489 2.385
13 C -4.398 4.975 3.167
14 O -3.981 5.291 4.513
15 N -3.708 4.042 5.127
16 O -2.593 3.980 5.459
17 C -3.192 3.378 1.566
18 C -4.453 2.550 1.329
19 C -4.561 1.374 2.344
20 O -4.324 0.100 1.767
21 C -5.980 1.355 2.969
22 N -7.072 1.220 2.012
23 C -2.032 2.953 0.917
24 N -2.013 1.796 0.070
25 H 3.098 1.460 0.017
26 H 3.523 0.412 1.452
27 H 2.674 2.006 1.627
28 H 1.958 -1.546 1.343
29 H -0.347 -2.366 1.054
30 H -2.159 -0.895 0.477
31 H 0.068 5.374 2.054
32 H -2.018 6.122 3.184
33 H -5.170 4.204 3.260
34 H -4.762 5.884 2.680
35 H -4.428 2.168 0.303
36 H -5.316 3.221 1.418
37 H -3.824 1.546 3.146
38 H -4.162 0.181 0.820
39 H -6.069 2.258 3.591
40 H -6.030 0.491 3.646
41 H -7.074 1.967 1.327
42 H -6.912 0.338 1.531
43 H -1.780 2.132 -0.870
44 C -0.917 0.360 4.476
45 C -2.128 -0.011 5.314
46 O -1.936 0.356 6.678
47 H -0.022 -0.135 4.857
48 H -1.060 0.071 3.431
49 H -0.732 1.437 4.520
50 H -2.298 -1.087 5.283
51 H -3.025 0.491 4.935
52 H -1.796 1.308 6.704
53 C 3.141 -3.870 -2.567
54 C 2.661 -3.102 -1.354
55 O 3.294 -1.827 -1.277
56 H 4.223 -4.009 -2.529
57 H 2.664 -4.849 -2.623
58 H 2.921 -3.316 -3.479
59 H 2.898 -3.640 -0.436
60 H 1.575 -2.954 -1.399
61 H 3.077 -1.347 -2.083
62 C 5.261 -0.706 -6.422
63 C 4.253 -1.751 -5.979
64 O 3.779 -1.474 -4.667
65 H 6.104 -0.675 -5.732
66 H 5.634 -0.921 -7.425
67 H 4.809 0.290 -6.423
68 H 4.712 -2.739 -5.958
69 H 3.401 -1.781 -6.667
70 H 3.363 -0.603 -4.682
71 C 2.454 -0.088 6.887
72 C 3.447 -0.729 5.935
73 O 4.611 0.081 5.787
74 H 2.161 0.898 6.525
75 H 1.559 -0.705 6.991
76 H 2.900 0.052 7.875
77 H 3.006 -0.847 4.945
78 H 3.748 -1.717 6.299
79 H 5.010 0.179 6.657
80 C 1.305 2.094 -7.210
81 C 1.506 0.884 -6.318
82 O 1.958 1.275 -5.021
83 H 2.236 2.654 -7.306
84 H 0.968 1.796 -8.204
85 H 0.564 2.772 -6.779
86 H 2.260 0.220 -6.740
87 H 0.572 0.322 -6.213
88 H 1.288 1.853 -4.642
89 C -0.719 6.595 -1.175
90 C -1.710 6.519 -2.320
91 O -2.093 5.167 -2.567
92 H 0.169 6.002 -1.400
93 H -0.415 7.627 -0.984
94 H -1.157 6.186 -0.265
95 H -1.270 6.907 -3.238
96 H -2.607 7.106 -2.095
97 H -2.493 4.829 -1.758
98 C 2.502 -8.491 -3.220
99 C 3.315 -8.026 -2.026
100 O 2.698 -6.907 -1.395
101 H 2.393 -7.683 -3.944
102 H 2.977 -9.342 -3.711
103 H 1.495 -8.785 -2.911
104 H 4.311 -7.714 -2.339
105 H 3.421 -8.833 -1.293
106 H 1.822 -7.181 -1.106
107 C -1.108 -5.864 -2.299
108 C -0.362 -5.372 -1.073
109 O -1.046 -4.282 -0.460
110 H -1.221 -5.057 -3.024
111 H -0.579 -6.692 -2.775
112 H -2.113 -6.200 -2.032
113 H 0.631 -5.019 -1.348
114 H -0.252 -6.179 -0.339
115 H -1.921 -4.592 -0.205

Atoms 1-2, force components in eV/Å:
C -1.1 0.1 -0.2
C 1.3 0.6 0.3

## Properties
Kohn-Sham gap in eV: 7.99
SMILES string: Cc1cccc2c1Sc1ccc(CON=O)c(C[C@H](O)CN)c1N2.CCO.CCO.CCO.CCO.CCO.CCO.CCO.CCO
Calculated total energy in eV: -73130.9802
HOMO energy in eV: -8.246

Entry from the OMol25 dataset: a structure of composition C33H68B3N5O12S in a non-equilibrium geometry (ωB97M-V/def2-TZVPD).

Element x y z (Å)
1 O -2.791 2.989 -4.909
2 C -1.740 3.576 -4.918
3 C -1.326 4.555 -5.998
4 B -2.441 5.151 -6.925
5 O -3.761 4.760 -6.970
6 B -4.663 5.673 -7.479
7 O -4.326 7.013 -7.557
8 B -2.982 7.262 -7.400
9 N -2.496 8.509 -6.808
10 C -2.727 8.660 -5.633
11 S -3.062 8.861 -4.122
12 O -2.117 6.246 -7.740
13 C -0.714 3.350 -3.841
14 C -0.795 4.047 -2.645
15 C 0.173 3.844 -1.678
16 C 1.208 2.958 -1.917
17 C 1.288 2.261 -3.109
18 C 0.318 2.456 -4.090
19 H -0.508 4.127 -6.584
20 H -0.867 5.410 -5.489
21 H -5.719 5.303 -7.868
22 H -1.613 4.742 -2.507
23 H 0.117 4.388 -0.745
24 H 1.967 2.794 -1.164
25 H 2.096 1.565 -3.287
26 H 0.370 1.928 -5.031
27 C 5.509 -0.971 -9.240
28 O 5.853 0.392 -9.118
29 C 5.022 1.294 -9.834
30 C 4.092 2.066 -8.922
31 N 3.056 1.215 -8.356
32 C 2.316 1.785 -7.235
33 C 3.068 2.289 -6.008
34 O 3.635 1.278 -5.198
35 C 4.838 0.709 -5.677
36 H 6.359 -1.553 -8.888
37 H 4.640 -1.242 -8.628
38 H 5.304 -1.241 -10.280
39 H 4.462 0.774 -10.618
40 H 5.687 2.014 -10.318
41 H 3.617 2.863 -9.504
42 H 4.715 2.540 -8.152
43 H 3.466 0.339 -8.065
44 H 1.621 1.012 -6.895
45 H 1.705 2.612 -7.618
46 H 2.335 2.779 -5.370
47 H 3.818 3.052 -6.255
48 H 5.479 1.456 -6.151
49 H 4.649 -0.109 -6.379
50 H 5.363 0.292 -4.818
51 C 1.664 -0.939 4.816
52 O 0.646 -1.593 4.091
53 C -0.609 -0.922 4.070
54 C -0.897 -0.281 2.731
55 N -0.036 0.867 2.475
56 C -0.026 1.329 1.090
57 C 0.311 0.352 -0.031
58 O 1.668 -0.049 -0.092
59 C 2.056 -1.026 0.853
60 H 2.459 -1.661 4.994
61 H 2.095 -0.094 4.266
62 H 1.298 -0.579 5.783
63 H -0.679 -0.193 4.883
64 H -1.373 -1.686 4.236
65 H -1.940 0.044 2.718
66 H -0.787 -1.063 1.973
67 H 0.910 0.645 2.754
68 H 0.698 2.147 1.035
69 H -1.007 1.764 0.868
70 H 0.129 0.874 -0.969
71 H -0.349 -0.525 -0.036
72 H 1.268 -1.765 1.018
73 H 2.340 -0.578 1.810
74 H 2.933 -1.534 0.452
75 C -6.982 -3.907 -0.549
76 O -6.592 -4.772 0.497
77 C -5.767 -5.860 0.107
78 C -4.326 -5.671 0.533
79 N -3.671 -4.616 -0.225
80 C -2.400 -4.146 0.316
81 C -2.333 -3.643 1.754
82 O -2.966 -2.399 1.987
83 C -4.376 -2.440 2.087
84 H -7.810 -3.304 -0.179
85 H -6.179 -3.226 -0.853
86 H -7.319 -4.466 -1.426
87 H -5.838 -6.041 -0.970
88 H -6.153 -6.744 0.622
89 H -3.789 -6.611 0.370
90 H -4.333 -5.473 1.613
91 H -4.299 -3.829 -0.314
92 H -2.064 -3.329 -0.328
93 H -1.665 -4.951 0.209
94 H -1.276 -3.469 1.976
95 H -2.681 -4.387 2.481
96 H -4.722 -3.339 2.603
97 H -4.855 -2.373 1.106
98 H -4.684 -1.566 2.661
99 C 1.444 0.803 11.342
100 O 1.386 -0.480 11.927
101 C 0.123 -1.125 11.852
102 C 0.107 -2.245 10.834
103 N 0.176 -1.741 9.471
104 C 0.483 -2.733 8.445
105 C 1.743 -3.581 8.571
106 O 2.957 -2.887 8.358
107 C 3.406 -2.099 9.442
108 H 2.351 1.284 11.703
109 H 1.496 0.764 10.247
110 H 0.584 1.414 11.630
111 H -0.675 -0.402 11.654
112 H -0.061 -1.566 12.836
113 H -0.822 -2.811 10.956
114 H 0.941 -2.915 11.079
115 H 0.863 -1.001 9.426
116 H 0.552 -2.197 7.495
117 H -0.376 -3.408 8.358
118 H 1.699 -4.326 7.773
119 H 1.783 -4.141 9.513
120 H 3.207 -2.579 10.404
121 H 2.957 -1.101 9.433
122 H 4.483 -1.977 9.329

Atoms 1-2, force components in eV/Å:
O -0.1 0.1 0.0
C 0.1 -0.3 0.0

## Properties
Kohn-Sham gap in eV: 8.74
Energy above the lowest of the compared OMol25 structures with the same formula, charge and spin in eV: 0.0000
Calculated total energy in eV: -80210.5042
HOMO energy in eV: -8.382

Listing LUMO energy for the structures above in their given order: -0.255; 0.356 eV.